# 1
The following is a DFT calculation (ωB97M-V with the def2-TZVPD basis set) of a cluster of 2 separate species, C4H9NO in total.

Each line ends with the Löwdin charge.
Positions of all 15 atoms, in Å:
O 0.6708 1.4900 -1.7461  0.010
N -0.2052 0.0790 0.8062  0.094
C 0.9312 -0.4831 0.7548  -0.279
C -0.3191 0.8000 -1.6588  -0.394
C 1.4491 -1.5106 1.7157  -0.079
C -1.7104 1.3172 -1.4099  -0.081
H 1.5900 -0.1737 -0.0657  0.103
H 0.6179 -2.0255 2.2083  0.074
H -0.2497 -0.2978 -1.8160  0.108
H -1.6731 2.1866 -0.7509  0.079
H -0.7548 -0.2664 1.5963  0.068
H -2.1530 1.6110 -2.3688  0.079
H 2.0813 -2.2471 1.2116  0.073
H 2.0571 -1.0181 2.4829  0.081
H -2.3319 0.5386 -0.9597  0.065

Calculated values
total charge	0
energy above the lowest of the compared OMol25 structures with the same formula, charge and spin	173.89	kJ/mol
HOMO-LUMO gap	10.37	eV
spin multiplicity	1
energy	-287.7662	a.u.

=====

# 2
The following is a DFT calculation (ωB97M-V with the def2-TZVPD basis set) of a cluster of 8 separate species, C46H110F6N8O8S2 in total.

Each line ends with the Löwdin charge.
Positions of all 180 atoms, in Å:
S 0.3623 0.7936 0.9003  0.611
S 0.6447 -1.1010 -0.8792  0.697
F -1.8757 -0.6914 -1.5219  0.173
F 0.3109 0.1246 3.5359  0.159
F -1.5582 0.9281 2.7710  0.112
F -1.7334 -2.5874 -0.6582  0.105
F 0.0622 2.2623 3.1549  0.080
F -0.9867 -2.2275 -2.7240  0.097
O -4.0550 2.4321 -5.8669  -0.072
O 3.0973 -6.7297 1.3103  -0.052
O 3.7769 1.3495 5.2018  -0.053
O 1.7994 1.1825 0.7224  -0.352
O -0.5368 1.5953 0.0836  -0.327
O 0.2567 -3.0543 1.7401  -0.118
O 1.5227 -2.2064 -1.1081  -0.301
O 0.8914 0.0541 -1.7964  -0.343
N 0.1879 -0.7802 0.7477  -0.316
N 5.9363 1.9729 -1.3896  -0.193
N -3.1719 4.8606 2.5764  -0.204
N -1.0205 2.7207 -5.1842  -0.350
N -1.5219 -5.7659 1.7500  -0.300
N 2.6289 3.5390 7.0340  -0.285
N 4.4616 -5.5441 -1.5275  -0.310
N -5.8140 -2.4013 -2.6053  -0.223
C 6.1120 3.5176 -1.3540  -0.110
C -1.7583 -7.1336 2.4629  0.037
C -1.2347 -4.7208 2.9498  -0.042
C 2.3410 2.1869 7.7627  0.028
C -7.1473 -1.7843 -2.3333  -0.094
C -1.7287 4.9844 3.1719  -0.147
C 3.7506 -4.3633 -0.7745  0.025
C 3.8642 -0.1130 -3.9437  -0.096
C -5.6920 -2.9474 -4.0818  0.066
C 4.0224 3.4737 6.3569  -0.059
C -4.0206 4.4228 0.0777  -0.201
C -1.0312 4.2335 -5.2704  0.016
C -5.4640 -3.5456 -1.6121  -0.129
C 4.3340 -6.9803 0.6933  -0.222
C 5.9977 -5.1104 -1.5444  0.056
C -5.5278 0.0079 -2.9445  -0.175
C -6.9974 -0.3448 -2.8622  -0.141
C 2.6240 4.6262 8.1867  0.039
C -2.2068 2.1529 -4.3491  -0.048
C -2.9565 4.0936 1.2093  -0.086
C 4.1478 -6.8877 -0.8349  -0.091
C -6.1228 -5.8749 -0.6023  -0.082
C -2.6092 7.0938 3.5082  -0.108
C 5.2649 1.6375 0.0213  0.051
C -4.0696 4.1381 3.5879  0.040
C 4.5441 0.1339 -2.6192  -0.234
C -0.2383 1.0048 2.7215  -0.643
C -3.5520 6.3386 2.5406  -0.080
C -2.6355 -5.4353 0.8372  -0.032
C 0.2648 2.3665 -4.5267  -0.031
C -3.6194 2.8066 -4.5203  -0.186
C 4.0552 -5.6247 -3.0160  0.037
C -1.0652 2.1537 -6.5415  -0.004
C -6.5648 -4.6516 -1.4297  -0.215
C 3.9248 2.7163 4.9923  -0.244
C 7.5937 3.7317 -0.9387  -0.101
C -0.9410 -3.2558 2.4909  -0.215
C 8.3599 2.5137 -1.6173  -0.126
C 1.4520 3.8257 6.1134  -0.008
C -0.2510 -5.7983 0.8585  0.012
C -3.8472 3.3243 -1.0207  -0.112
C -1.1345 -1.7092 -1.4768  -0.695
C 5.0147 1.6240 -2.5678  -0.112
C -4.8125 -1.2253 -2.3568  -0.108
C -1.8584 6.0022 4.1901  -0.220
C 7.3679 1.3972 -1.5954  -0.103
H -4.2925 2.3249 -3.8110  0.074
H 0.2969 1.2952 -4.3281  0.096
H 1.6836 4.7810 5.6424  0.107
H -2.8643 3.0235 1.3949  0.112
H 5.5718 1.7650 -3.4940  0.132
H -5.1183 -6.2241 -0.8414  0.062
H 7.5405 0.7200 -0.7590  0.132
H 3.0422 -5.2404 -2.8972  0.092
H -2.2296 1.0737 -4.5003  0.131
H -6.1504 -3.9229 -4.2442  0.100
H 0.2912 2.7945 -3.5246  0.103
H 3.4853 4.5147 8.8453  0.114
H 4.8828 -7.8810 0.9680  0.144
H 5.0129 -6.1571 0.9158  0.110
H 5.4114 4.0404 -0.7030  0.125
H -0.0664 4.6111 -5.6091  0.111
H 4.4208 -0.0760 -4.8801  0.089
H -2.6229 -7.0050 3.1141  0.109
H -5.1200 0.1428 -3.9463  0.099
H 6.2444 -4.8842 -0.5071  0.093
H -5.0436 4.6158 0.4005  0.112
H 4.2237 2.3726 -2.6121  0.133
H -4.7239 -1.0875 -1.2792  0.081
H 4.7695 -7.6731 -1.2648  0.137
H 2.7925 -7.6303 1.4429  0.101
H -6.8940 -5.0215 -2.4007  0.103
H -1.8505 2.4536 -3.3639  0.107
H -0.5475 -6.6842 0.2969  0.099
H 3.1041 0.6680 -3.9636  0.066
H 4.5473 0.9352 5.5973  0.111
H -2.0153 2.3712 -7.0296  0.110
H 3.7922 0.0054 -1.8406  0.088
H -5.0106 2.4029 -5.7798  0.091
H -0.7758 1.1066 -6.4531  0.113
H -4.4688 -3.9229 -1.8472  0.118
H 0.2532 -2.1574 1.3979  -0.063
H -3.8111 -1.4616 -2.7166  0.100
H -3.5791 3.2351 3.9515  0.104
H -2.8187 3.1229 -1.3205  0.060
H -7.3496 -0.0590 -3.8534  0.123
H 4.5975 -4.8156 -3.5052  0.098
H -4.6479 -2.9756 -4.3933  0.098
H -2.9124 -6.2980 0.2312  0.103
H -0.2920 2.5622 -7.1922  0.119
H 7.6663 3.6012 0.1410  0.107
H 0.5144 3.9737 6.6493  0.111
H -1.7749 -3.0386 1.8234  0.086
H 1.3689 3.0622 5.3400  0.079
H -4.2287 4.7280 4.4906  0.106
H -3.6757 5.3801 -0.3131  0.094
H 2.6388 5.6102 7.7182  0.103
H -2.4130 -4.5303 0.2719  0.081
H -3.1649 7.7497 4.1782  0.137
H 4.5416 4.4017 6.1173  0.138
H -0.8905 6.2588 4.6207  0.130
H 4.3326 -4.0458 0.0907  0.104
H 3.9965 -6.6316 -3.4295  0.119
H 3.0953 3.0989 4.3976  0.103
H -1.2054 4.7686 -4.3369  0.109
H -7.4193 -4.1585 -0.9663  0.109
H 3.6891 -3.4917 -1.4262  0.082
H -0.4659 -5.0965 3.6250  0.131
H 4.7083 2.9741 7.0410  0.136
H 6.4973 -6.0170 -1.8859  0.111
H 0.6559 -5.9905 1.4317  0.089
H 3.1086 -7.1488 -1.0349  0.135
H 2.7726 -4.8220 -0.6289  0.094
H -5.0062 4.0507 3.0372  0.110
H -5.3988 -3.1316 -0.6058  0.102
H -0.0208 -4.9557 0.2064  0.090
H -7.8929 -2.4619 -2.7493  0.144
H -1.7717 4.4684 -6.0351  0.116
H 5.9160 4.0163 -2.3032  0.131
H -7.2994 -1.8167 -1.2544  0.131
H -4.2807 2.4182 -0.5975  0.050
H -0.8505 -2.5887 3.3482  0.125
H 9.2921 2.2594 -1.1130  0.129
H 8.5675 2.5993 -2.6839  0.122
H 3.1632 1.9566 8.4403  0.111
H 2.2876 1.3931 7.0177  0.092
H 4.7905 2.9537 4.3740  0.124
H -6.8912 -6.6398 -0.7143  0.090
H -3.3996 6.7131 1.5284  0.124
H -3.8082 3.8707 -4.3784  0.125
H -2.0622 -4.7544 3.6585  0.126
H 7.9782 4.7152 -1.2088  0.125
H 3.4585 -1.1236 -3.8976  0.077
H 1.1441 2.6956 -5.0805  0.115
H -2.0264 4.4673 0.7811  0.113
H -2.0966 -7.8000 1.6695  0.102
H -1.8755 7.6112 2.8900  0.130
H 4.2510 2.0377 0.0145  0.086
H -7.5341 0.3417 -2.2074  0.119
H 7.3932 0.9279 -2.5789  0.128
H 5.1379 0.5700 0.2015  0.093
H 1.4179 2.2521 8.3388  0.110
H -4.4959 3.5968 -1.8532  0.063
H -1.3768 4.0261 3.5539  0.114
H -5.3954 1.0006 -2.5142  0.092
H -1.0552 5.3386 2.3914  0.135
H -0.9454 -7.5921 3.0260  0.115
H -6.2109 -5.6215 0.4542  0.074
H -4.6343 6.4302 2.6318  0.139
H 6.0821 -4.3221 -2.2925  0.095
H 5.8923 2.0416 0.8157  0.099
H 5.2767 -0.6466 -2.4137  0.110
H 1.7023 4.6362 8.7686  0.107
H -2.3505 5.5417 5.0468  0.118
H -6.2951 -2.3029 -4.7213  0.105
H -3.4976 -5.2972 1.4897  0.110

Calculated values
total charge	+5
HOMO-LUMO gap (alpha / beta)	1.88 / 10.22	eV
spin multiplicity	2
energy	-4252.1210	a.u.